1.
The following is a DFT calculation (the ωB97M-V functional and the def2-TZVPD basis) of a 3-piece molecular cluster, C28H59F3N3O6 overall.

Computed properties:
LUMO energy (alpha / beta)	0.019 / 0.019	Eh
multiplicity	2
HOMO (alpha / beta)	-7.74 / -8.72	eV
total energy	-2017.41221	hartree
F_max	0.580	eV Å⁻¹

Last column: Mulliken charge in e.
Positions of all 99 atoms, in Å:
C: -4.1687 -1.3270 1.8659  -1.1152
C: -3.0421 -2.0802 2.5850  -0.9451
C: -1.8021 -2.5068 1.7686  0.1513
C: -2.2341 -3.5323 0.7174  -1.1303
C: -0.8071 -1.3670 1.2697  3.9972
C: -0.7469 -1.1809 -0.2802  -0.8247
C: -1.9880 -0.6251 -1.0090  -0.4762
O: -1.8024 0.6980 -1.4791  -0.5889
C: -2.5072 -1.4960 -2.2025  0.6654
F: -1.7788 -2.6007 -2.4512  -0.2340
F: -2.5191 -0.8174 -3.3478  -0.3064
F: -3.7703 -1.9110 -1.9866  -0.2805
C: 0.5952 -1.8500 1.7168  -2.6286
C: 1.7735 -0.8543 1.7902  2.0156
C: 2.8367 -1.4915 2.6919  -1.8634
C: 2.4616 -0.6211 0.4254  -1.0845
N: 1.3318 0.4391 2.4037  0.8559
O: 1.6944 0.6367 3.6136  -0.7282
C: 0.0292 1.0555 1.9971  1.6648
C: -0.3889 2.0739 3.0649  -1.7567
C: 0.2015 1.8737 0.6966  -1.5090
C: -1.0887 -0.0181 1.9477  -3.1785
H: -3.9851 -0.2483 1.8231  0.2160
H: -5.1088 -1.4571 2.4135  0.4386
H: -4.3470 -1.6907 0.8513  0.2465
H: -2.7427 -1.5054 3.4680  0.3599
H: -3.4677 -3.0098 2.9863  0.6403
H: -1.2092 -3.0960 2.4781  0.1574
H: -3.0185 -3.1706 0.0573  0.2228
H: -1.3961 -3.8911 0.1131  -0.0663
H: -2.6421 -4.4095 1.2349  0.5508
H: -0.3853 -2.0930 -0.7533  0.2449
H: 0.0304 -0.4325 -0.4433  0.3356
H: -2.8328 -0.5347 -0.3216  0.0478
H: -0.9908 0.7366 -1.9985  0.4753
H: 0.5101 -2.3087 2.7078  0.9443
H: 0.9046 -2.6583 1.0380  -0.2363
H: 3.6702 -0.8069 2.8517  0.5158
H: 3.2125 -2.3840 2.1758  0.3032
H: 2.4232 -1.8013 3.6513  0.3820
H: 1.9344 0.0626 -0.2292  0.1954
H: 2.5344 -1.5852 -0.0800  -0.2118
H: 3.4635 -0.2111 0.5797  0.5502
H: -0.6711 1.5950 4.0028  0.3844
H: 0.4088 2.7966 3.2415  0.4713
H: -1.2591 2.6192 2.6789  0.3012
H: -0.7856 2.1156 0.2935  0.3866
H: 0.7954 1.3824 -0.0641  -0.0295
H: 0.6926 2.8168 0.9530  0.3845
H: -1.9512 0.4709 1.4767  0.1580
H: -1.3636 -0.2049 2.9898  0.8323
C: 5.1052 -6.8023 -4.0717  -0.7517
O: 3.9949 -5.9814 -4.3695  -0.3498
C: 2.7819 -6.6912 -4.5880  -0.8467
C: 1.7547 -6.3163 -3.5444  -0.1277
N: 2.1552 -6.7954 -2.2294  -0.2927
C: 1.3081 -6.3460 -1.1328  -1.2781
C: 1.2785 -4.8530 -0.8337  0.3255
O: 2.5092 -4.3399 -0.3579  -0.3697
C: 3.4201 -3.8935 -1.3464  -0.8516
H: 5.9727 -6.1505 -3.9870  0.2483
H: 4.9761 -7.3459 -3.1292  0.3118
H: 5.2886 -7.5291 -4.8693  0.3565
H: 2.9654 -7.7694 -4.5686  0.4215
H: 2.4036 -6.4254 -5.5790  0.3956
H: 0.7963 -6.7724 -3.8090  0.3786
H: 1.6246 -5.2251 -3.5848  0.1413
H: 3.1089 -6.5050 -2.0527  0.1734
H: 1.6326 -6.8610 -0.2255  0.4106
H: 0.2826 -6.6721 -1.3351  0.4323
H: 0.5515 -4.6907 -0.0321  0.1176
H: 0.9404 -4.2686 -1.6998  0.2222
H: 2.8972 -3.5040 -2.2247  0.3406
H: 4.1143 -4.6766 -1.6626  0.2687
H: 4.0048 -3.0871 -0.9027  0.3493
C: -1.9959 10.0275 1.6213  -0.7533
O: -2.6996 9.0200 0.9251  -0.3522
C: -2.5768 9.0889 -0.4900  -0.8160
C: -1.8886 7.8530 -1.0230  -0.1952
N: -0.4964 7.8138 -0.6007  -0.2931
C: 0.2088 6.5832 -0.9354  -1.2436
C: -0.2651 5.2949 -0.2749  0.0161
O: -0.0635 5.2601 1.1245  -0.3496
C: -1.1228 5.7634 1.9150  -0.7261
H: -2.2175 9.9010 2.6794  0.2489
H: -0.9129 9.9520 1.4740  0.3155
H: -2.3198 11.0263 1.3116  0.3582
H: -2.0205 9.9856 -0.7784  0.4158
H: -3.5813 9.1562 -0.9173  0.3884
H: -1.9248 7.8710 -2.1164  0.3720
H: -2.4664 6.9801 -0.6865  0.1911
H: -0.4557 7.9563 0.4008  0.1433
H: 1.2610 6.7222 -0.6759  0.4353
H: 0.1637 6.4460 -2.0208  0.4116
H: 0.3298 4.4749 -0.6868  0.2781
H: -1.3141 5.0737 -0.5084  0.3511
H: -2.0933 5.5806 1.4444  0.3291
H: -1.0257 6.8357 2.1079  0.2456
H: -1.0930 5.2419 2.8719  0.3016

---

2.
The following is a DFT calculation (the ωB97M-V functional and the def2-TZVPD basis) of a 17-piece molecular cluster, C67H162N24O19 overall in a non-equilibrium geometry.

Computed properties:
LUMO energy (alpha / beta)	-0.092 / -0.236	Eh
multiplicity	2
HOMO (alpha / beta)	-9.49 / -9.49	eV
total energy	-5393.13494	hartree
F_max	10.416	eV Å⁻¹
total charge	+1

Last column: Mulliken charge in e.
Positions of all 272 atoms, in Å:
C: -3.6576 -0.4736 -1.7398  -1.1681
C: -2.1977 -0.7754 -1.3160  1.8138
C: -1.7624 -2.1738 -1.8231  0.5324
C: -0.2567 -2.3932 -1.6891  0.0150
C: 0.5796 -1.3810 -2.4965  1.2092
C: 0.2147 0.0927 -2.0763  2.8217
N: -1.2691 0.2469 -1.9429  0.3106
O: -1.6630 1.5536 -1.7253  1.2856
C: 1.0393 0.3621 -0.8303  -0.8997
C: 0.8308 1.0087 -3.1257  -0.5000
C: -2.1799 -0.7962 0.2492  -0.8383
H: -4.1171 0.3090 -1.1361  -0.1545
H: -4.4112 -1.2576 -1.8145  0.0380
H: -3.5687 -0.1228 -2.7680  0.1129
H: -2.1461 -2.9980 -1.2218  -0.0128
H: -2.0900 -2.3246 -2.8516  -0.6071
H: -0.0718 -3.4485 -1.8899  0.2741
H: 0.0869 -2.2137 -0.6703  -1.2346
H: 0.4213 -1.5123 -3.5669  -0.8386
H: 1.6535 -1.4558 -2.3252  -0.3298
H: 2.1225 0.3042 -0.9369  0.0966
H: 0.7194 1.3206 -0.4217  -0.1232
H: 0.6703 -0.2281 0.0085  -0.2017
H: 0.7489 2.0554 -2.8327  -0.8490
H: 1.9025 0.9853 -3.3230  -0.4070
H: 0.3864 0.7271 -4.0804  0.1964
H: -1.1901 -1.0021 0.6568  -0.5582
H: -2.8384 -1.6266 0.5040  0.9097
H: -2.4287 0.2237 0.5425  -0.2769
H: -1.8959 1.7586 -2.6338  -0.3086
C: -1.2060 0.8943 3.6681  -1.9476
C: -0.2194 1.2525 4.7809  2.5982
C: -0.5040 2.7497 5.1412  -0.5989
C: 0.0385 3.0996 6.5501  -1.0065
C: -0.5334 2.1460 7.6091  -1.3579
C: -0.1922 0.6351 7.3399  1.5926
N: -0.5133 0.3468 5.9165  0.1557
O: -0.5869 -0.9918 5.6461  -0.1071
C: 1.2462 0.3556 7.7905  -1.6854
C: -1.1419 -0.1794 8.2767  -2.0663
C: 1.1678 1.0734 4.3040  -0.8002
H: -1.0743 -0.1298 3.3190  0.1549
H: -0.9371 1.4673 2.7807  -0.1595
H: -2.2822 1.0669 3.6681  0.7832
H: 0.0804 3.3620 4.4544  -0.2365
H: -1.5135 3.1116 4.9462  0.6099
H: -0.1390 4.1143 6.9064  0.5553
H: 1.1251 3.0375 6.6098  0.1705
H: -1.6161 2.1903 7.7263  0.3581
H: -0.0340 2.3225 8.5617  0.5301
H: 1.3801 0.4086 8.8710  0.5385
H: 1.5249 -0.6832 7.6136  0.1986
H: 2.0052 1.0311 7.3959  0.2499
H: -0.7961 -1.2106 8.2051  0.4734
H: -1.0778 0.0581 9.3386  0.4088
H: -2.2001 -0.2084 8.0168  0.3975
H: 1.4716 1.8824 3.6397  0.2952
H: 1.2723 0.1157 3.7942  -0.4005
H: 1.9562 0.9996 5.0531  0.2206
H: -1.4371 -1.1934 6.0438  0.2934
C: -9.4076 1.7046 0.4691  -1.9437
C: -7.9916 1.2030 0.0512  1.5449
C: -7.3924 2.1274 -1.0410  -0.8008
C: -6.9073 3.4886 -0.5044  -1.1572
C: -5.8677 3.2047 0.5637  0.0181
C: -6.3541 2.3320 1.7634  1.6092
N: -6.9911 1.1052 1.1952  1.0527
O: -7.2873 0.2024 2.1450  -0.5605
C: -5.0352 1.7769 2.3918  -1.9736
C: -7.3271 3.0397 2.7570  -1.7847
C: -8.1413 -0.1575 -0.6398  -1.8980
H: -9.4761 2.7846 0.5992  0.2974
H: -9.7394 1.2609 1.4078  0.4062
H: -10.1605 1.4271 -0.2687  0.4647
H: -6.5597 1.6675 -1.5730  -0.0208
H: -8.1274 2.3938 -1.8005  0.5204
H: -7.7068 3.9699 0.0589  0.3574
H: -6.6481 4.1745 -1.3110  0.4699
H: -5.5680 4.2220 0.8157  0.4040
H: -4.8776 2.8086 0.3380  -0.5517
H: -5.2352 1.3767 3.3858  0.5647
H: -4.5895 1.0560 1.7064  0.1786
H: -4.2931 2.5692 2.4896  0.3496
H: -6.9230 3.9749 3.1445  0.4164
H: -8.3312 3.3134 2.4330  0.3466
H: -7.6260 2.4704 3.6371  0.4021
H: -8.7972 -0.1859 -1.5100  0.4403
H: -8.4115 -1.0106 -0.0174  0.4313
H: -7.2878 -0.5407 -1.1991  0.1886
H: -6.6164 -0.4332 1.8849  0.3574
C: 1.2825 -2.7155 2.7775  -0.1254
C: 1.3378 -4.0283 3.6213  2.5293
C: 0.0008 -4.6940 3.4024  -1.6556
C: -0.0857 -6.1555 3.8613  -0.8131
C: 1.0831 -6.9207 3.3299  -1.4491
C: 2.5799 -6.2638 3.3644  1.4026
N: 2.4802 -4.8358 2.9802  0.5837
O: 3.6721 -4.1593 3.0239  -0.3357
C: 3.0550 -6.3591 4.8312  -1.5202
C: 3.4216 -7.0130 2.2362  -1.6527
C: 1.5658 -3.7674 5.1089  -1.2514
H: 2.2411 -2.1981 2.7390  -0.5177
H: 0.6731 -1.9249 3.2154  0.0980
H: 0.8919 -2.8781 1.7730  -0.4761
H: -0.7835 -4.2507 4.0160  0.3743
H: -0.3828 -4.6668 2.3825  0.1278
H: -1.0085 -6.5919 3.4790  0.5455
H: -0.0182 -6.1793 4.9490  0.4119
H: 0.7745 -7.1745 2.3158  0.3653
H: 1.0164 -7.7979 3.9734  0.3619
H: 2.2243 -6.3464 5.5368  0.3605
H: 3.4831 -7.3417 5.0294  0.5490
H: 3.8146 -5.5906 4.9748  0.3063
H: 2.8628 -7.4742 1.4219  0.3128
H: 4.1463 -6.4037 1.6963  0.3573
H: 4.1145 -7.6910 2.7345  0.3916
H: 1.0101 -2.9003 5.4659  0.0172
H: 2.5568 -3.5102 5.4828  0.2291
H: 1.2620 -4.5578 5.7953  0.3100
H: 3.9114 -4.3200 3.9396  0.1383
C: 4.8897 2.8589 1.6869  -1.9908
C: 5.1488 1.2988 1.8971  1.6328
C: 6.5462 1.0904 1.2599  -0.8180
C: 7.1769 -0.2668 1.6417  -0.4456
C: 7.2418 -0.4482 3.1298  -1.6332
C: 5.9166 -0.2512 3.8863  1.6517
N: 5.2511 0.9360 3.3397  0.4565
O: 4.2249 1.4512 4.1214  0.0386
C: 5.1314 -1.5033 3.7137  -1.7363
C: 6.3158 -0.2552 5.3881  -1.7785
C: 4.0895 0.4839 1.1428  0.4013
H: 5.7050 3.3874 2.1809  0.6265
H: 4.0267 3.2256 2.2427  0.2509
H: 4.8504 3.1539 0.6383  0.3664
H: 6.4956 1.2210 0.1789  -0.0883
H: 7.3058 1.8096 1.5660  0.5062
H: 8.0805 -0.4754 1.0690  0.5374
H: 6.4964 -1.0258 1.2557  0.0091
H: 8.0105 0.2241 3.5110  0.4082
H: 7.6610 -1.4267 3.3643  0.5333
H: 5.3169 -2.3747 4.3417  0.8384
H: 4.1010 -1.2312 3.9424  0.0745
H: 5.1852 -1.9531 2.7223  0.0733
H: 6.6336 -1.2658 5.6445  0.3940
H: 7.1123 0.4680 5.5631  0.3960
H: 5.3904 -0.0280 5.9173  0.5912
H: 3.1823 0.5776 1.7398  0.0955
H: 4.2392 -0.5879 1.0125  -0.6058
H: 3.9176 0.9691 0.1820  -0.0542
H: 4.7739 1.7175 4.8625  0.4362
C: 0.1573 4.5860 1.7573  -2.5930
C: -0.8759 4.9129 0.5983  2.2543
C: -1.5016 6.2924 0.9657  -1.4363
C: -2.4976 6.8061 -0.1188  -0.4991
C: -1.6701 7.0659 -1.3077  -1.2465
C: -0.7597 5.8509 -1.8317  1.0206
N: -0.2073 5.0160 -0.7429  0.6564
O: 0.3517 3.9218 -1.1824  3.4391
C: -1.7074 5.1203 -2.8243  -1.6631
C: 0.3958 6.5673 -2.5341  -1.4457
C: -1.9193 3.8172 0.6237  -1.6651
H: -0.3517 4.6975 2.7148  0.5400
H: 1.0247 5.2460 1.7636  0.6239
H: 0.6179 3.5999 1.6976  0.0784
H: -2.0088 6.3224 1.9300  0.4861
H: -0.6476 6.9311 1.1913  0.4868
H: -2.8677 7.7541 0.2716  0.4926
H: -3.3863 6.1758 -0.0893  0.1163
H: -1.0797 7.9820 -1.2863  0.4629
H: -2.4316 7.1901 -2.0776  0.3985
H: -1.7933 5.7710 -3.6946  0.6001
H: -1.3965 4.1870 -3.2936  -0.5014
H: -2.7295 4.9767 -2.4738  0.4965
H: 1.1032 7.1148 -1.9111  0.5100
H: 0.9607 5.7300 -2.9439  -0.0365
H: 0.1439 7.2415 -3.3526  0.3984
H: -2.6144 3.8575 -0.2149  0.0568
H: -2.6706 3.8978 1.4093  0.8732
H: -1.4775 2.8221 0.5722  -0.7904
H: -0.4597 3.5406 -1.5259  -1.3317
C: -0.0239 -5.7402 -4.6934  -0.4333
C: 1.2733 -6.0265 -3.7778  0.1811
O: 1.0621 -7.1842 -2.9398  -0.5466
O: -1.1503 -5.1819 -4.0674  -0.3819
H: -0.3716 -6.6642 -5.1553  0.3435
H: 0.1615 -5.0759 -5.5375  0.3014
H: 1.6449 -5.2086 -3.1604  -0.3940
H: 2.1343 -6.3326 -4.3720  0.4612
H: 1.2003 -8.0218 -3.3881  0.2948
H: -1.3985 -5.5742 -3.2271  0.1662
C: -2.2302 -5.8036 0.3006  1.0586
C: -2.2906 -6.8168 -0.8878  -0.9408
O: -2.8723 -6.2619 -2.0656  -0.5869
O: -3.4652 -5.1390 0.4905  -0.4839
H: -1.4140 -5.1142 0.0842  -0.5927
H: -1.9928 -6.1482 1.3071  0.0010
H: -2.7994 -7.6989 -0.4991  0.5760
H: -1.2894 -7.1678 -1.1378  0.2982
H: -3.7697 -6.5989 -2.1181  0.3145
H: -4.1252 -5.8239 0.3603  0.3217
C: 3.4647 5.3537 -0.8779  0.5457
O: 4.5840 5.6917 -0.7970  -0.7645
N: 2.4840 5.8738 -0.1910  -0.1267
N: 3.0058 4.3669 -1.4521  0.5212
H: 2.6604 6.6976 0.3661  0.2050
H: 1.5537 5.5024 -0.3204  -0.2417
H: 2.0323 4.1049 -1.3908  -0.6094
H: 3.5457 3.6824 -1.9622  0.0651
C: 5.0156 1.8617 -3.1017  0.7022
O: 3.9432 2.3859 -3.3746  -0.8441
N: 5.9211 2.4561 -2.4394  -0.4630
N: 5.4361 0.7568 -3.5270  -0.2148
H: 5.6950 3.3845 -2.1122  0.2246
H: 6.7414 1.9548 -2.1297  0.1041
H: 6.2792 0.3929 -3.1065  0.1635
H: 4.9144 0.2858 -4.2524  -0.0624
C: 4.1438 -2.2528 -5.0839  0.3714
O: 4.8915 -1.9108 -5.9323  -0.6705
N: 3.0507 -1.6907 -4.6400  0.6410
N: 4.3294 -3.3144 -4.3907  -0.1852
H: 2.6298 -0.8910 -5.0911  -0.3836
H: 2.6752 -2.1240 -3.8085  -0.2195
H: 3.8779 -3.5375 -3.5152  0.3005
H: 4.9190 -4.0331 -4.7856  0.2549
C: 3.3603 1.1147 -6.7027  0.3447
O: 4.5064 0.8531 -6.5137  -0.6163
N: 2.6976 2.1030 -6.0848  0.3045
N: 2.6659 0.5778 -7.7050  -0.2809
H: 1.7315 2.3216 -6.2822  -0.1913
H: 3.1327 2.5858 -5.3117  0.0852
H: 3.2378 0.1797 -8.4362  0.2177
H: 1.8094 1.0619 -7.9335  0.1985
C: 3.1677 -3.6112 -0.8721  0.4412
O: 3.3967 -3.9064 -2.0339  -0.8149
N: 2.5157 -4.3615 -0.1123  0.0539
N: 3.5887 -2.5983 -0.2168  0.5116
H: 2.4720 -4.0684 0.8532  -0.7285
H: 1.9467 -5.0809 -0.5352  0.2742
H: 4.2146 -1.9383 -0.6558  0.1219
H: 3.5625 -2.5081 0.7889  -0.3583
C: -5.5792 -3.7524 -2.4251  0.6724
O: -5.8331 -4.5495 -1.5333  -0.7158
N: -4.5840 -3.9518 -3.1748  -0.1138
N: -6.5150 -3.0178 -2.9414  -0.2718
H: -4.4390 -3.4079 -4.0134  0.1995
H: -3.7368 -4.2503 -2.7131  -0.1315
H: -6.2893 -2.4959 -3.7762  0.1448
H: -7.4506 -3.2651 -2.6525  0.2559
C: -0.2662 -1.8911 -6.2909  0.7575
O: 0.6071 -2.7025 -6.5868  -0.7336
N: -0.1866 -0.6963 -6.6573  -0.2702
N: -1.2371 -2.0165 -5.4827  -0.1036
H: 0.6318 -0.5159 -7.2210  -0.0842
H: -0.9561 -0.0482 -6.5686  0.5450
H: -1.7384 -1.1875 -5.1970  0.0305
H: -1.4166 -2.8535 -4.9467  -0.0196
C: 0.3613 4.5288 -6.1905  0.4342
O: -0.7579 4.1796 -5.9743  -0.6824
N: 1.1724 4.7717 -5.2170  0.0255
N: 0.9568 4.5915 -7.3173  -0.3558
H: 0.9308 4.5147 -4.2706  -0.3322
H: 2.1341 4.7447 -5.5243  0.1965
H: 0.2847 4.3024 -8.0136  0.2685
H: 1.8851 4.9702 -7.4393  0.1940
C: -3.0440 1.5416 -5.4243  0.5601
O: -2.3570 0.7157 -6.0029  -0.7834
N: -2.6310 2.6222 -4.8306  0.0333
N: -4.2071 1.2326 -4.9931  -0.2896
H: -3.3270 3.2268 -4.4180  0.1530
H: -1.6887 2.9431 -5.0015  -0.3297
H: -4.7257 1.9439 -4.4978  0.1110
H: -4.5999 0.3552 -5.3028  0.2208